(1)
Computed, not measured: 2 unconnected molecules or ions with the total composition C11H15N at a distorted geometry, with ωB97M-V/def2-TZVPD.

## Properties
strongest force on any atom = 5.40 eV/A
energy above the lowest of the compared OMol25 structures with the same formula, charge and spin = 1.995 eV
Kohn-Sham gap = 8.91 eV
HOMO level = -7.96 eV
LUMO energy = 0.95 eV
structure (SMILES) = Cc1c[nH]c2ccccc12.CC

```
! wB97M-V def2-TZVPD RIJCOSX def2/J DEFGRID3
* xyz 0 1
C 3.18190 -1.00074 0.07894
C 0.72550 -0.71669 0.88403
C 1.70097 -1.36029 -0.02140
C -0.48346 -1.32335 0.60746
C 1.04582 -2.30403 -0.72904
C 0.69946 0.43647 1.70636
C -1.73542 -0.88371 1.09468
C -0.52611 0.97526 2.13581
C -1.71468 0.32413 1.73024
N -0.33994 -2.27956 -0.42230
H 1.60336 0.96649 1.96208
H 3.78827 -1.39167 -0.64982
H 3.50239 -1.15998 1.12451
H 1.61264 -2.98886 -1.34680
H -1.05419 -2.85884 -0.63626
H -2.74704 -1.48132 0.89010
H -0.40092 1.73558 2.83486
H -2.60527 0.95321 1.79993
H 3.20514 0.04659 0.21301
C -1.48515 2.51738 -1.59177
C -0.94217 1.06264 -1.73915
H -0.75084 3.04895 -1.08492
H -1.62608 2.86992 -2.65727
H -2.48689 2.56164 -1.01043
H -0.28318 0.90879 -0.87828
H -0.13249 0.95238 -2.47032
H -1.75162 0.38961 -1.82426
*
```

=====

(2)
Computed, not measured: 2 unconnected molecules or ions with the total composition C7H18N3 at a distorted geometry, with ωB97M-V/def2-TZVPD.

## Properties
strongest force on any atom = 4.58 eV/A
energy above the lowest of the compared OMol25 structures with the same formula, charge and spin = 2.524 eV
Kohn-Sham gap = 9.74 eV
HOMO level = -13.22 eV
LUMO energy = -3.48 eV

```
! wB97M-V def2-TZVPD RIJCOSX def2/J DEFGRID3
* xyz 1 1
C -2.59856 0.10367 -0.11309
C -3.59307 0.66474 0.81862
C 2.91459 -0.90260 0.30449
C 1.66169 1.01161 -0.99272
C 1.32202 0.74677 1.51489
C 0.64627 -1.09023 -0.18194
C 1.61329 -0.02651 0.15431
N -2.84071 0.29700 -1.45294
N 0.54654 -1.41964 -1.50327
N -1.61188 -0.67700 0.29498
H -4.63021 0.69426 0.53873
H -3.50319 0.00171 1.68394
H -3.20451 1.72678 0.88308
H 2.56809 -1.83267 0.58910
H 3.42325 -1.02243 -0.65688
H 3.49918 -0.45285 1.02179
H 2.03669 0.74790 -1.95347
H 0.62286 1.38543 -1.06222
H 2.37145 1.85787 -0.43515
H 2.17055 1.43427 1.75705
H 0.52334 1.48083 1.38384
H 1.16204 0.03743 2.33598
H 0.27477 -1.79596 0.51616
H -3.76826 0.42267 -1.77481
H -2.31604 -0.10730 -2.17238
H 0.07766 -2.27012 -1.67893
H 0.74976 -0.78743 -2.25713
H -1.64855 -0.77307 1.31032
*
```